1 | 50
Properties=species:S:1:pos:R:3 method="wB97M-V/def2-TZVPD" homo_ev=-7.95 total_charge=0 smiles="COc1ccc(CNC(=O)N2CCN(S(=O)(=O)c3ccccc3)CC2)cc1" homo_lumo_gap_ha=0.3125 mol_weight_g_mol=389.477
C -1.93 4.15 -0.42
O -1.07 3.60 -1.39
C -1.31 2.32 -1.80
C -2.41 1.56 -1.44
C -2.51 0.25 -1.86
C -1.53 -0.33 -2.65
C -1.53 -1.81 -2.93
N -0.68 -2.48 -1.95
C -1.24 -2.78 -0.73
O -2.44 -2.79 -0.53
N -0.37 -3.21 0.25
C 1.06 -3.37 0.17
C 1.74 -2.46 1.22
N 0.82 -1.43 1.68
S 0.54 -0.23 0.53
O -0.83 0.17 0.58
O 1.13 -0.61 -0.73
C 1.53 1.10 1.21
C 2.77 1.39 0.66
C 3.52 2.42 1.20
C 3.03 3.14 2.27
C 1.79 2.85 2.81
C 1.03 1.82 2.27
C -0.35 -1.97 2.34
C -0.85 -3.24 1.61
C -0.45 0.46 -3.05
C -0.34 1.76 -2.63
H -2.95 4.30 -0.82
H -1.98 3.52 0.47
H -1.51 5.12 -0.16
H -3.19 1.97 -0.81
H -3.35 -0.36 -1.54
H -1.13 -2.03 -3.92
H -2.53 -2.22 -2.83
H 0.23 -2.04 -1.89
H 1.30 -4.42 0.38
H 1.42 -3.14 -0.83
H 2.60 -1.95 0.80
H 2.06 -3.03 2.10
H 3.11 0.82 -0.19
H 4.49 2.66 0.78
H 3.62 3.95 2.69
H 1.41 3.42 3.64
H 0.06 1.57 2.66
H -1.11 -1.19 2.30
H -0.10 -2.19 3.38
H -0.47 -4.15 2.10
H -1.94 -3.27 1.58
H 0.33 0.03 -3.67
H 0.51 2.37 -2.91

=====

2 | 50
Properties=species:S:1:pos:R:3 method="wB97M-V/def2-TZVPD" homo_ev=-8.63 total_charge=0 homo_lumo_gap_ha=0.3146 mol_weight_g_mol=389.477
C 5.36 4.27 -0.75
C 4.48 3.16 -0.57
C 3.17 3.56 -0.27
C 2.15 2.43 -0.04
C 2.51 0.95 -0.26
C 3.75 0.73 -0.37
C 4.62 1.71 -0.47
H 5.72 1.61 -1.00
H 4.09 -0.18 -0.55
C 1.50 0.04 0.16
O 0.47 0.49 0.95
N 1.51 -0.98 -0.61
H 2.38 -1.29 -1.30
C 0.87 -2.22 -0.29
C 0.81 -2.76 1.03
C -0.04 -4.08 1.42
H 0.52 -4.99 0.75
H -0.02 -4.42 2.41
H -0.89 -3.81 0.89
C 2.22 -2.89 1.79
H 2.17 -3.26 2.62
H 2.65 -3.59 1.25
H 2.80 -1.89 1.69
H 0.27 -1.92 1.92
H 1.36 -2.91 -1.15
C -0.49 -2.19 -0.92
O -0.94 -3.18 -1.76
N -1.26 -1.05 -0.39
C -2.67 -0.85 -0.57
C -3.41 -1.58 -1.44
C -4.71 -0.97 -1.83
C -5.20 0.09 -1.36
C -4.29 0.87 -0.40
C -3.07 0.26 -0.15
H -2.44 0.92 0.50
S -4.83 2.56 0.36
O -6.01 2.83 -0.54
O -3.76 3.25 0.78
N -5.40 1.94 1.87
H -4.76 1.70 2.54
H -6.11 1.22 2.00
H -6.29 0.58 -1.20
H -5.46 -1.70 -2.40
H -3.14 -2.61 -1.92
H -0.91 -0.54 0.22
H 1.23 2.62 0.24
H 2.78 4.39 -0.13
H 5.32 4.49 -1.81
H 5.18 5.20 -0.26
H 6.20 3.98 -0.68

=====

Energy ordering: 1 at the bottom, the next structure 14.815 eV above.

=====

1 | 23
Properties=species:S:1:pos:R:3 method="wB97M-V/def2-TZVPD" homo_ev="-3.71 / -7.30" total_charge=0 homo_lumo_gap_ha="0.1629 / 0.2910" s_squared=0.7539 mol_weight_g_mol=119.188 spin_multiplicity=2
C 0.27 2.07 -2.07
C 0.58 0.60 -2.11
C -0.35 -0.21 -1.17
C 0.14 -0.42 0.21
C 0.31 -1.65 0.87
N 0.80 0.70 0.87
N 1.99 0.46 -1.65
H 0.60 2.45 -1.09
H -0.78 2.34 -2.21
H 0.81 2.65 -2.83
H 0.47 0.18 -3.12
H -1.37 0.21 -1.27
H -0.40 -1.22 -1.57
H 1.19 -1.79 1.50
H 0.02 -2.60 0.44
H 1.73 0.88 0.47
H 0.83 0.46 1.85
H 0.26 1.55 0.75
H 2.41 -0.38 -2.03
H 2.53 1.20 -2.06
H -4.69 -2.67 5.05
H -3.29 -2.68 5.65
O -4.06 -2.11 5.52

=====

2 | 23
Properties=species:S:1:pos:R:3 method="wB97M-V/def2-TZVPD" homo_ev="-2.57 / -10.49" total_charge=0 homo_lumo_gap_ha="0.1215 / 0.4035" s_squared=0.7505 mol_weight_g_mol=119.188 spin_multiplicity=2
C -1.24 1.47 0.06
N -0.28 2.56 -0.12
C -0.58 0.08 -0.06
N 0.89 0.20 -0.25
C 1.62 -0.74 0.68
C 0.59 -1.23 1.68
C -0.80 -0.88 1.10
H -2.07 1.51 -0.66
H -1.69 1.57 1.05
H -0.32 2.97 -1.04
H -0.44 3.27 0.58
H -0.91 -0.39 -0.97
H 1.12 1.18 -0.11
H 1.13 -0.06 -1.24
H 2.44 -0.18 1.13
H 2.01 -1.52 0.02
H 0.69 -2.29 1.90
H 0.74 -0.71 2.62
H -1.28 -1.82 0.78
H -1.46 -0.50 1.88
H -0.84 -1.36 -3.15
H 0.62 -1.90 -3.13
O 0.05 -1.21 -2.76

=====

Energy ordering: 2 at the bottom, the next structure 0.746 eV above.

=====

1 | 8
Properties=species:S:1:pos:R:3 method="wB97M-V/def2-TZVPD" homo_ev=-8.93 total_charge=0 smiles=CPO homo_lumo_gap_ha=0.3602 mol_weight_g_mol=64.024
C 0.74 -0.03 0.20
P -0.92 -0.78 0.12
O -1.65 0.72 0.02
H 1.36 -0.25 1.19
H 0.68 1.02 0.02
H 1.55 -0.41 -0.57
H -0.93 -1.01 -1.31
H -2.51 0.76 -0.42

=====

2 | 8
Properties=species:S:1:pos:R:3 method="wB97M-V/def2-TZVPD" homo_ev="-8.15 / -8.05" total_charge=0 homo_lumo_gap_ha="0.2992 / 0.2968" mol_weight_g_mol=64.024
C -1.44 -0.12 0.03
O 1.71 0.81 0.12
P 1.16 -0.54 -0.70
H -2.16 -0.65 -0.48
H -1.46 0.94 0.02
H -1.08 -0.41 1.02
H 2.24 1.44 -0.42
H 1.04 -1.46 0.42

=====

Energy ordering: 1 at the bottom, the next structure 2.109 eV above.

=====

1 | 21
Properties=species:S:1:pos:R:3 method="wB97M-V/def2-TZVPD" homo_ev="-8.48 / -8.48" total_charge=0 homo_lumo_gap_ha="0.3270 / 0.3270" mol_weight_g_mol=136.139
C -1.92 0.59 2.19
C 0.98 1.99 -0.21
C 1.71 -1.70 -0.96
N -0.66 -0.03 1.69
N -1.71 -1.02 -1.54
N 0.14 1.09 -0.85
N 1.19 -1.00 0.19
P -0.33 -0.26 0.17
H -2.27 -0.16 2.88
H -2.54 1.21 1.57
H -1.54 1.27 2.99
H 0.71 2.84 0.42
H 1.64 1.36 0.37
H 1.60 2.45 -1.10
H 1.80 -2.82 -0.94
H 1.07 -1.30 -1.74
H 2.75 -1.30 -1.14
H -1.09 -1.28 -2.23
H -2.26 -1.87 -1.31
H -0.41 1.31 -1.63
H 1.16 -1.35 1.19

=====

2 | 21
Properties=species:S:1:pos:R:3 method="wB97M-V/def2-TZVPD" homo_ev=-8.21 total_charge=0 smiles="CN=P(N)(NC)NC" homo_lumo_gap_ha=0.3355 mol_weight_g_mol=136.139
C 0.22 2.37 -1.27
N -0.10 0.97 -1.45
P 0.02 -0.22 -0.46
N -0.10 -1.65 -1.34
N 1.45 -0.49 0.44
C 1.54 -1.68 1.22
N -1.32 -0.58 0.55
C -1.91 0.20 1.53
H 0.60 2.78 -2.20
H 0.93 2.55 -0.43
H -0.63 2.85 -0.80
H 0.79 -2.04 -1.52
H -0.49 -1.32 -2.21
H 2.22 -0.07 -0.05
H 2.31 -2.49 0.97
H 1.79 -1.45 2.22
H 0.54 -2.03 1.25
H -1.46 -1.54 0.65
H -1.76 1.30 1.20
H -2.98 -0.11 1.63
H -1.42 0.21 2.41

=====

Energy ordering: 2 at the bottom, the next structure 2.392 eV above.